The following is a DFT calculation (ωB97M-V/def2-TZVPD) of a 7-piece molecular cluster, C42H70BrN5O18 overall at a distorted geometry.

Each line ends with the Löwdin charge.
CARTESIAN COORDINATES (ANGSTROEM)
H  -6.34  -1.67  2.84  0.0401
N  -5.94  -2.48  2.37  0.1106
C  -5.76  -2.18  1.13  -0.5632
N  -6.10  -0.89  0.66  0.1059
N  -5.18  -3.15  0.25  -0.0015
C  -3.74  -2.83  0.19  -0.2330
C  -2.91  -3.79  -0.73  -0.1790
C  -1.53  -4.22  -0.09  -0.1832
C  -0.28  -3.93  -1.00  -0.1325
C  0.41  -2.62  -0.52  -0.1265
C  -0.40  -1.49  -0.40  0.0288
C  0.14  -0.22  0.09  -0.1778
C  -0.85  0.96  0.23  -0.2036
C  -0.42  2.28  -0.46  -0.6753
C  -1.67  3.23  -0.44  -0.1779
Br  0.96  3.25  0.60  0.6829
C  1.49  -0.18  0.41  0.0167
C  2.36  -1.33  0.28  -0.1779
N  3.67  -1.17  0.61  0.1768
C  4.37  -2.29  0.51  -0.2598
C  5.81  -2.23  0.89  -0.0612
C  7.01  -2.21  1.05  0.1184
C  3.80  -3.55  0.08  -0.0606
N  2.55  -3.75  -0.30  0.1439
C  1.83  -2.58  -0.18  -0.1542
H  -6.23  -0.88  -0.35  0.0843
H  -6.91  -0.52  1.14  0.0807
H  -5.35  -4.08  0.65  0.1127
H  -3.31  -2.76  1.21  0.1178
H  -3.67  -1.80  -0.24  0.1036
H  -3.56  -4.66  -0.96  0.1071
H  -2.72  -3.31  -1.71  0.1030
H  -1.62  -5.29  0.19  0.1070
H  -1.41  -3.63  0.84  0.1003
H  -0.54  -3.85  -2.08  0.1155
H  0.42  -4.78  -0.84  0.0970
H  -1.47  -1.53  -0.66  0.0991
H  -1.07  1.16  1.31  0.1291
H  -1.83  0.64  -0.20  0.1149
H  -0.08  2.13  -1.50  0.1044
H  -2.06  3.31  0.60  0.0790
H  -2.50  2.85  -1.07  0.0800
H  -1.36  4.26  -0.71  0.0629
H  1.94  0.75  0.78  0.0560
H  8.02  -1.98  1.38  0.0567
H  4.48  -4.43  0.05  0.1238
C  9.95  3.04  -2.28  -0.0666
C  8.58  3.53  -2.69  -0.2137
O  7.77  2.46  -3.18  0.0376
C  7.22  1.68  -2.25  -0.6005
O  7.33  1.82  -1.05  0.1167
O  6.52  0.72  -2.85  0.0123
C  5.95  -0.23  -1.95  -0.0413
H  10.42  2.48  -3.09  0.0814
H  10.60  3.87  -2.00  0.0798
H  9.88  2.36  -1.43  0.0746
H  8.68  4.24  -3.52  0.1215
H  8.08  4.05  -1.88  0.1234
H  5.36  0.26  -1.18  0.0765
H  6.74  -0.84  -1.50  0.0842
H  5.29  -0.88  -2.52  0.0970
C  -8.61  -2.01  -5.90  -0.0627
C  -9.60  -0.95  -5.48  -0.2174
O  -10.32  -1.35  -4.30  0.0375
C  -9.67  -1.20  -3.15  -0.6064
O  -8.55  -0.76  -3.02  0.1149
O  -10.45  -1.65  -2.17  0.0088
C  -9.83  -1.63  -0.88  -0.0468
H  -9.10  -2.97  -6.01  0.0839
H  -8.13  -1.74  -6.84  0.0818
H  -7.83  -2.13  -5.15  0.0756
H  -10.34  -0.81  -6.27  0.1236
H  -9.12  0.02  -5.32  0.1139
H  -9.43  -0.64  -0.66  0.0901
H  -9.05  -2.38  -0.84  0.0978
H  -10.60  -1.87  -0.14  0.0951
C  11.55  -7.83  2.91  -0.0670
C  10.35  -7.74  1.99  -0.2139
O  9.16  -7.38  2.72  0.0365
C  9.04  -6.09  3.01  -0.6059
O  9.82  -5.22  2.71  0.1191
O  7.92  -5.92  3.71  0.0082
C  7.70  -4.58  4.16  -0.0375
H  11.34  -8.49  3.75  0.0818
H  12.42  -8.20  2.37  0.0798
H  11.79  -6.85  3.33  0.0747
H  10.15  -8.72  1.55  0.1217
H  10.52  -7.05  1.17  0.1234
H  7.77  -3.87  3.34  0.0694
H  8.43  -4.34  4.94  0.1001
H  6.70  -4.53  4.58  0.0956
C  5.29  1.95  1.52  -0.0636
C  4.93  3.16  2.36  -0.1904
O  4.94  2.84  3.76  -0.0130
C  6.16  2.80  4.32  -0.5908
O  7.20  3.01  3.76  0.1364
O  6.02  2.46  5.61  -0.0159
C  7.26  2.30  6.30  -0.0324
H  4.65  1.10  1.77  0.0630
H  5.18  2.17  0.46  0.0704
H  6.32  1.64  1.70  0.0776
H  3.91  3.47  2.13  0.0963
H  5.58  4.00  2.15  0.1288
H  7.90  3.18  6.18  0.0974
H  7.78  1.41  5.94  0.0993
H  7.04  2.17  7.35  0.0945
C  3.08  3.41  5.89  -0.0543
C  1.94  3.45  4.90  -0.2052
O  0.70  3.79  5.55  0.0377
C  0.53  5.09  5.81  -0.6074
O  1.30  5.98  5.54  0.1221
O  -0.64  5.24  6.43  0.0014
C  -0.92  6.57  6.85  -0.0480
H  2.85  2.75  6.73  0.0899
H  4.00  3.05  5.40  0.0406
H  3.28  4.40  6.30  0.0857
H  1.79  2.46  4.47  0.1253
H  2.14  4.14  4.08  0.1145
H  -0.82  7.27  6.02  0.0946
H  -0.25  6.86  7.66  0.0981
H  -1.94  6.60  7.21  0.0912
C  -11.01  2.92  -5.65  -0.0610
C  -12.44  2.46  -5.52  -0.2104
O  -13.34  3.38  -6.15  0.0379
C  -13.41  3.28  -7.48  -0.6064
O  -12.82  2.49  -8.17  0.1212
O  -14.25  4.22  -7.92  0.0062
C  -14.36  4.28  -9.35  -0.0426
H  -10.89  3.94  -5.28  0.0832
H  -10.34  2.27  -5.08  0.0677
H  -10.68  2.91  -6.69  0.0773
H  -12.73  2.44  -4.47  0.1239
H  -12.58  1.45  -5.91  0.1214
H  -14.61  3.31  -9.76  0.0957
H  -13.44  4.67  -9.78  0.0988
H  -15.17  4.97  -9.58  0.0929

Properties
SMILES = [H]/N=C(\N)NCCCCc1cc(C[C@@H](C)Br)cc2nc(C#C)cnc12.CCOC(=O)OC.CCOC(=O)OC.CCOC(=O)OC.CCOC(=O)OC.CCOC(=O)OC.CCOC(=O)OC
Charge = 0
E_tot = -5844.4758 a.u.
Kohn-Sham gap = 8.26 eV
Max |F| = 0.0507 Eh/bohr

***

The following is a DFT calculation (ωB97M-V/def2-TZVPD) of C42H72BBeBrCl3F4I3MgN5O9P as an isolated structure at a distorted geometry.

Each line ends with the Löwdin charge.
CARTESIAN COORDINATES (ANGSTROEM)
C  -5.96  6.66  -4.59  0.0217
C  -4.77  6.28  -3.77  -0.4528
O  -3.94  7.13  -3.52  0.0039
O  -4.82  4.95  -3.33  -0.0060
C  -3.61  4.29  -3.07  -0.4065
N  -3.42  3.01  -3.96  -0.1549
C  -3.46  3.61  -5.34  -0.5962
I  -5.28  3.64  -6.47  1.2552
C  -2.44  4.19  -5.97  -0.6516
C  -2.54  4.77  -7.36  -0.2223
I  -0.45  4.50  -5.16  1.1969
C  -4.64  2.11  -3.95  -0.2433
C  -4.41  1.07  -2.82  -0.3486
P  -5.81  -0.11  -3.24  0.8267
N  -5.51  -0.91  -4.55  -0.2522
B  -4.73  1.49  -1.33  -0.7338
O  -3.95  1.22  -0.23  0.1497
O  -5.91  2.20  -1.14  0.1589
C  -2.99  0.62  -3.22  -0.3212
C  -2.19  -0.34  -2.36  -0.2261
C  -2.82  -1.76  -2.50  -0.1793
C  -1.80  -2.90  -2.27  -0.1809
C  -2.43  -4.01  -1.43  -0.1994
C  -2.52  -3.63  0.06  -0.2029
C  -2.16  -4.81  0.99  -0.1888
C  -2.44  -4.39  2.45  -0.1556
C  -1.19  -3.65  3.01  -0.2203
C  -1.49  -2.96  4.37  -0.1960
C  -0.81  -1.59  4.36  -0.1631
C  -0.58  -1.04  5.78  -0.1239
C  0.80  -1.39  6.34  -0.0967
N  1.80  -1.10  5.36  -0.1240
C  2.47  -2.12  4.75  -0.2724
C  3.37  -1.63  3.79  -0.1196
C  3.24  -0.22  3.87  0.0109
C  2.26  0.06  4.84  -0.0042
C  -2.34  2.02  -3.60  -0.5299
I  -0.96  2.49  -2.01  1.1129
H  -6.56  5.79  -4.79  0.0413
H  -5.67  7.19  -5.48  0.1065
H  -6.57  7.28  -3.92  0.1177
H  -3.62  4.02  -2.03  0.0186
H  -2.71  4.92  -3.22  -0.1405
H  -2.72  3.93  -8.03  0.0687
H  -1.58  5.18  -7.66  0.0413
H  -3.31  5.52  -7.42  0.0616
H  -5.59  2.57  -3.74  0.0992
H  -4.57  1.44  -4.81  0.0801
H  -6.91  0.73  -3.43  0.0486
H  -6.01  -0.90  -2.08  0.0461
H  -5.53  -1.90  -4.37  -0.0125
H  -3.21  1.83  -0.18  0.0614
H  -5.71  3.09  -0.84  0.1198
H  -3.08  0.11  -4.19  0.1341
H  -1.17  -0.43  -2.71  0.1022
H  -2.24  -0.13  -1.30  0.0780
H  -3.27  -1.87  -3.47  0.0944
H  -3.61  -1.84  -1.75  0.1009
H  -0.87  -2.56  -1.83  0.1049
H  -1.64  -3.35  -3.25  0.1172
H  -3.42  -4.25  -1.79  0.1197
H  -1.85  -4.93  -1.50  0.1090
H  -1.81  -2.83  0.27  0.1029
H  -3.51  -3.30  0.36  0.1112
H  -2.71  -5.70  0.73  0.1235
H  -1.10  -5.00  0.89  0.0812
H  -3.25  -3.67  2.44  0.1175
H  -2.68  -5.25  3.06  0.1256
H  -0.96  -2.87  2.27  0.1072
H  -0.35  -4.38  3.06  0.0980
H  -1.10  -3.61  5.16  0.1037
H  -2.56  -2.83  4.48  0.1157
H  0.18  -1.57  3.78  0.1034
H  -1.44  -0.88  3.85  0.1458
H  -0.77  0.02  5.77  0.1256
H  -1.29  -1.51  6.46  0.1149
H  0.91  -0.82  7.26  0.1469
H  0.90  -2.44  6.57  0.1370
H  2.31  -3.18  4.98  0.1222
H  4.03  -2.20  3.18  0.0715
H  3.78  0.49  3.29  0.1200
H  1.96  1.05  5.11  0.1462
H  -1.75  1.81  -4.49  0.0852
C  2.16  -5.15  1.32  -1.4424
Cl  1.77  -4.74  -0.33  0.6364
Cl  3.52  -6.24  1.39  0.6542
Cl  2.50  -3.67  2.29  0.8122
H  1.30  -5.65  1.76  0.0140
C  4.82  -1.61  7.25  -0.1293
O  5.32  -0.38  7.68  -0.2087
C  4.32  0.51  8.15  -0.2037
C  4.26  0.51  9.66  -0.2087
O  3.82  -0.74  10.15  -0.2082
C  4.91  -1.55  10.62  -0.0955
H  5.65  -2.30  7.18  0.0845
H  4.08  -2.02  7.95  0.0864
H  4.36  -1.49  6.26  0.0523
H  3.34  0.26  7.72  0.0936
H  4.60  1.51  7.80  0.1253
H  3.52  1.26  9.98  0.1205
H  5.22  0.78  10.08  0.1363
H  5.24  -1.19  11.60  0.0892
H  5.75  -1.55  9.92  0.0655
H  4.54  -2.57  10.74  0.0824
C  -2.48  -5.80  8.05  -0.0525
C  -2.88  -4.53  7.44  -0.2511
N  -3.19  -3.53  6.96  0.1399
H  -1.85  -6.36  7.36  0.0820
H  -1.93  -5.61  8.97  0.0928
H  -3.37  -6.39  8.27  0.0936
F  7.22  -1.27  8.27  -0.5119
Be  0.96  -2.94  3.70  0.4017
C  3.42  4.18  -4.22  -0.0989
C  4.16  5.50  -4.39  -0.3104
O  5.53  5.34  -4.59  -0.0969
C  5.97  4.98  -5.95  -0.4939
O  5.45  5.73  -6.87  -0.0908
C  5.75  3.46  -6.25  -0.5462
F  5.98  2.67  -5.16  0.0902
F  6.62  3.04  -7.18  0.1371
F  4.52  3.12  -6.70  0.0918
H  3.99  3.48  -3.61  0.0814
H  2.44  4.35  -3.74  0.0210
H  3.22  3.71  -5.17  0.0503
H  4.07  6.06  -3.45  0.1094
H  3.69  6.12  -5.17  0.1082
H  7.07  5.02  -5.82  0.1564
Br  -2.47  5.83  -1.50  0.4350
Mg  -1.56  6.39  -3.54  0.5285
N  2.91  -2.05  -3.92  0.0385
C  3.79  -1.70  -4.86  -0.1466
C  5.12  -2.12  -4.86  -0.0502
C  5.54  -2.95  -3.84  -0.0640
C  4.64  -3.32  -2.86  -0.0757
C  3.34  -2.84  -2.95  -0.1931
H  3.42  -1.05  -5.64  0.1056
H  5.79  -1.81  -5.65  0.1121
H  6.57  -3.30  -3.81  0.1135
H  4.94  -3.97  -2.04  0.0964
H  2.60  -3.11  -2.20  0.0244
O  -0.41  4.02  -9.66  -0.0438
H  -0.96  3.24  -9.55  0.0324
H  -1.02  4.70  -9.96  0.0394

Properties
Charge = +2
E_tot = -8421.5524 a.u.
Kohn-Sham gap = 1.89 eV
Max |F| = 0.1200 Eh/bohr

***

The following is a DFT calculation (ωB97M-V/def2-TZVPD) of a 12-piece molecular cluster, C42H72F3N13O4P overall at a distorted geometry.

Each line ends with the Löwdin charge.
CARTESIAN COORDINATES (ANGSTROEM)
C  3.79  -1.86  -0.25  -0.0972
C  2.49  -1.31  -1.07  -0.3336
C  2.18  -2.48  -2.17  -0.1055
C  1.19  -1.24  -0.08  -0.3033
C  1.70  -0.55  1.28  -0.0848
C  0.15  -0.23  -0.77  -0.1622
O  -1.14  -0.13  -0.11  -0.1615
C  -2.12  -1.01  -0.72  -0.2260
C  -2.83  -0.09  -1.80  -0.0575
C  -3.93  0.96  -1.29  -0.3056
C  -3.66  2.48  -1.68  -0.1187
C  -4.20  0.67  0.26  -0.3018
P  -3.26  1.73  1.51  0.7714
O  -2.03  2.50  0.99  -0.4812
C  -4.26  -0.93  0.63  -0.1961
C  -4.88  -0.96  2.09  -0.1867
C  -6.08  -2.04  2.34  -0.1835
C  -7.34  -1.81  1.36  -0.1398
C  -8.41  -2.98  1.74  -0.1624
O  -8.22  -4.19  0.93  -0.1167
C  -7.46  -5.17  1.61  -0.2516
O  -7.91  -5.90  2.54  0.0443
N  -3.03  -1.71  0.30  -0.0263
C  -2.08  -2.00  1.46  -0.0593
C  -2.47  -3.14  2.51  -0.2109
N  -1.67  -4.42  2.38  -0.0067
C  -3.43  -3.00  -0.37  -0.3537
F  -2.35  -3.93  -0.47  0.1111
F  -3.90  -2.87  -1.69  0.1381
F  -4.47  -3.70  0.28  0.1118
H  3.46  -2.53  0.63  0.0911
H  4.42  -0.95  0.10  0.0508
H  4.47  -2.52  -0.91  0.0689
H  2.69  -0.32  -1.60  0.1432
H  2.87  -2.34  -3.09  0.0921
H  2.47  -3.51  -1.74  0.0857
H  1.08  -2.55  -2.45  0.0618
H  0.84  -2.32  0.03  0.1311
H  2.50  0.23  0.97  0.0881
H  0.85  0.09  1.74  0.0891
H  2.19  -1.25  2.03  0.0817
H  0.62  0.82  -0.69  0.1641
H  0.08  -0.44  -1.90  0.1412
H  -1.49  -1.77  -1.32  0.1788
H  -1.99  0.55  -2.29  0.1445
H  -3.29  -0.65  -2.71  0.1373
H  -4.92  0.68  -1.83  0.1433
H  -4.29  3.19  -1.03  0.0779
H  -2.57  2.80  -1.49  0.0897
H  -3.85  2.73  -2.79  0.0285
H  -5.31  0.99  0.40  0.1395
H  -2.82  0.93  2.64  0.0186
H  -4.16  2.71  2.07  0.0347
H  -5.08  -1.31  -0.09  0.1603
H  -5.42  0.04  2.32  0.1015
H  -4.12  -1.02  2.97  0.0841
H  -5.72  -3.12  2.40  0.0890
H  -6.47  -1.78  3.40  0.1160
H  -7.07  -2.02  0.25  0.1180
H  -7.85  -0.80  1.47  0.1280
H  -8.17  -3.29  2.83  0.1287
H  -9.49  -2.65  1.60  0.1317
H  -6.37  -5.40  1.31  0.1520
H  -1.03  -2.33  1.09  0.1375
H  -2.02  -1.03  2.08  0.1336
H  -3.58  -3.38  2.60  0.1028
H  -2.17  -2.75  3.55  0.1383
H  -2.15  -5.10  1.79  0.0661
H  -0.71  -4.22  2.08  0.0297
C  -10.80  -3.69  -1.49  -0.0617
C  -10.32  -2.27  -1.55  -0.2541
N  -9.94  -1.15  -1.60  0.1062
H  -10.58  -4.11  -0.50  0.0627
H  -11.88  -3.72  -1.66  0.0817
H  -10.29  -4.28  -2.25  0.0822
C  5.35  1.05  3.37  -0.0575
C  5.48  1.20  1.88  -0.2496
N  5.58  1.33  0.71  0.1143
H  5.67  1.97  3.87  0.0822
H  4.31  0.84  3.63  0.0725
H  5.98  0.22  3.71  0.0816
C  -6.44  3.93  -5.04  -0.0544
C  -5.45  2.84  -4.74  -0.2178
N  -4.68  1.98  -4.50  0.1191
H  -7.25  3.53  -5.65  0.0798
H  -6.85  4.32  -4.11  0.0794
H  -5.94  4.74  -5.58  0.0836
C  8.21  4.55  0.24  -0.0945
C  8.77  3.65  1.30  -0.2592
N  9.21  2.93  2.13  0.0939
H  8.96  5.30  -0.04  0.0393
H  7.94  3.97  -0.64  0.0699
H  7.33  5.06  0.62  0.0797
C  0.26  -7.85  3.20  -0.0575
C  0.73  -6.44  3.12  -0.2433
N  1.11  -5.32  3.05  0.1066
H  0.47  -8.26  4.19  0.0825
H  -0.82  -7.90  3.03  0.0758
H  0.76  -8.46  2.44  0.0813
C  10.12  4.50  -3.58  -0.0729
C  9.41  5.53  -2.76  -0.2155
N  8.85  6.34  -2.10  0.1205
H  10.86  4.98  -4.22  0.0879
H  10.63  3.79  -2.93  0.0592
H  9.40  3.96  -4.20  0.0441
C  11.25  0.36  -2.70  -0.0529
C  10.46  1.20  -3.66  -0.2143
N  9.84  1.86  -4.41  0.1207
H  11.65  0.99  -1.90  0.0798
H  10.62  -0.41  -2.27  0.0331
H  12.09  -0.11  -3.23  0.0866
C  7.91  -2.19  -0.91  -0.0614
C  9.04  -2.56  -1.82  -0.2454
N  9.93  -2.85  -2.54  0.1222
H  8.05  -2.66  0.07  0.0812
H  7.87  -1.11  -0.78  0.0760
H  6.97  -2.54  -1.33  0.0618
C  -5.96  -0.71  7.01  -0.0495
C  -5.39  -0.10  5.76  -0.2059
N  -4.94  0.39  4.79  0.1326
H  -6.45  0.06  7.61  0.0861
H  -6.69  -1.47  6.74  0.0806
H  -5.16  -1.17  7.59  0.0846
C  -2.98  6.07  -0.08  -0.0545
C  -3.40  5.76  -1.49  -0.2448
N  -3.72  5.52  -2.61  0.1251
H  -2.79  5.14  0.46  0.0563
H  -2.08  6.68  -0.08  0.0833
H  -3.78  6.61  0.43  0.0801
C  10.78  8.93  -2.99  -0.0742
C  11.80  8.67  -4.06  -0.2566
N  12.60  8.47  -4.90  0.1013
H  10.40  7.98  -2.61  0.0178
H  11.23  9.49  -2.17  0.0784
H  9.95  9.51  -3.40  0.0806

Properties
Charge = +1
E_tot = -3296.6882 a.u.
Kohn-Sham gap = 10.21 eV
Max |F| = 0.1034 Eh/bohr

***

> Among the records above, which one has the highest Kohn-Sham gap?

C42H72F3N13O4P